1.
Computed, not measured: a structure of composition C21H40N5O4Tc at a distorted geometry, with wB97M-V/def2-TZVPD.

<S²>: 3.79
net charge: +3
E: -1478.6450 Ha
spin multiplicity: 4
HOMO (spin up / spin down): -0.68550 / -0.68546 Eh
M: 524.58 g/mol
gap between HOMO and LUMO (spin up / spin down): 5.868 / 5.935 eV
LUMO level (spin up / spin down): -12.785 / -12.718 eV

XYZ file:
```
71
C21H40N5O4Tc (wB97M-V/def2-TZVPD)
Tc 0.312 0.207 0.137
C 0.600 -2.027 3.612
C -0.451 -1.165 2.920
C -1.446 -1.963 2.017
C -1.126 -3.157 1.080
C -0.218 -4.246 1.637
C -2.461 -3.791 0.696
N -0.402 -2.705 -0.230
C -1.178 -2.289 -1.444
C -0.344 -1.467 -2.440
N -0.034 -0.043 -2.098
C -1.226 0.791 -2.275
C -2.242 0.578 -1.111
O -3.404 0.796 -1.236
O -1.641 0.112 -0.060
C 1.134 0.450 -2.932
C 0.721 1.235 -4.181
C 2.142 1.282 -2.115
C 3.078 0.548 -1.122
C 3.295 -0.931 -1.465
C 4.453 1.223 -1.121
N 2.456 0.545 0.266
C 2.721 1.768 1.054
C 1.378 0.517 2.931
N 0.098 0.120 2.292
C -0.882 1.198 2.552
C -0.593 2.419 1.653
O -0.908 3.526 1.953
O 0.028 2.088 0.549
H 0.100 -2.900 4.023
H 1.030 -1.516 4.468
H 1.405 -2.360 2.963
H -1.094 -0.806 3.733
H -2.043 -1.250 1.446
H -2.148 -2.402 2.730
H -0.550 -4.548 2.624
H 0.824 -3.951 1.711
H -0.280 -5.138 1.014
H -2.861 -4.320 1.557
H -2.347 -4.533 -0.089
H -3.212 -3.068 0.394
H 0.168 -3.521 -0.492
H 0.254 -1.953 0.057
H -2.082 -1.768 -1.137
H -1.500 -3.193 -1.964
H -0.889 -1.482 -3.392
H 0.598 -1.995 -2.620
H -1.765 0.599 -3.206
H -0.956 1.850 -2.232
H 1.648 -0.443 -3.294
H 0.389 2.246 -3.966
H -0.051 0.723 -4.749
H 1.584 1.313 -4.838
H 1.620 2.095 -1.605
H 2.788 1.755 -2.855
H 3.633 -1.038 -2.493
H 2.383 -1.521 -1.321
H 4.078 -1.356 -0.839
H 4.962 1.002 -2.057
H 5.084 0.840 -0.324
H 4.387 2.302 -1.034
H 2.975 -0.197 0.747
H 2.406 2.644 0.477
H 3.792 1.880 1.265
H 1.216 0.694 4.000
H 2.111 -0.283 2.823
H -0.883 1.526 3.596
H -1.894 0.874 2.295
N 1.949 2.788 3.152
C 2.000 1.803 2.395
H 2.359 3.699 2.999
```

---

2.
Computed, not measured: an isolated molecule of C7H4Cl2N2O2 at a distorted geometry, with wB97M-V/def2-TZVPD.

E: -1449.3071 Ha
HOMO: -0.35497 Eh
M: 219.03 g/mol
SMILES: N#C/C=C/C=C\C(Cl)=C(\Cl)[N+](=O)[O-]
gap between HOMO and LUMO: 8.129 eV
ΔE to the lowest compared entry with this formula, charge and spin: 114.9 kcal/mol
LUMO level: -1.530 eV

XYZ file:
```
17
C7H4Cl2N2O2 (wB97M-V/def2-TZVPD)
N -1.387 -1.890 -3.739
C -1.041 -1.412 -2.696
C -0.478 -0.848 -1.513
C -0.204 0.453 -1.206
C 0.098 0.694 0.171
C 0.718 -0.050 1.080
C 1.516 -1.294 0.825
Cl 2.563 -1.304 -0.427
C 1.442 -2.388 1.629
Cl 2.492 -3.736 1.432
N 0.559 -2.446 2.650
O 0.637 -3.387 3.387
O -0.190 -1.504 2.727
H -0.454 -1.510 -0.745
H -0.224 1.304 -1.841
H -0.274 1.555 0.718
H 0.754 0.311 2.099
```

---

3.
Computed, not measured: a structure of composition C29H39F12NO2Si4TeW, with wB97M-V/def2-TZVPD.

net charge: +2
E: -4024.8475 Ha
HOMO: -0.49893 Eh
M: 1085.40 g/mol
gap between HOMO and LUMO: 6.095 eV
ΔE to the lowest compared entry with this formula, charge and spin: 0.0 kcal/mol
LUMO level: -7.481 eV

XYZ file:
```
89
C29H39F12NO2Si4TeW (wB97M-V/def2-TZVPD)
W -0.642 0.219 -0.072
C -6.525 3.673 1.998
C -5.146 3.139 1.741
C -4.050 3.983 1.624
C -2.782 3.480 1.402
C -2.561 2.109 1.288
N -1.224 1.597 1.171
C -0.173 2.513 1.560
C -0.138 3.176 2.773
C 0.941 4.006 3.046
C 1.979 4.196 2.132
C 3.141 5.092 2.454
C 1.925 3.520 0.912
C 0.862 2.678 0.639
C -0.240 2.373 -1.630
O -1.332 1.826 -1.480
C 0.726 1.860 -0.606
F -0.331 -0.413 -1.826
F 0.781 -0.009 1.113
F 1.916 1.426 -1.136
C -0.054 3.527 -2.636
F 1.201 3.956 -2.562
F -0.881 4.509 -2.308
F -0.314 3.102 -3.863
C -3.677 1.257 1.291
C -4.934 1.775 1.552
C -3.509 -0.209 0.939
O -2.410 -0.351 0.072
C -4.715 -0.783 0.134
F -5.758 -1.028 0.923
F -4.365 -1.930 -0.458
F -5.074 0.069 -0.821
C -3.232 -1.078 2.202
F -4.153 -0.871 3.128
F -3.191 -2.380 1.905
F -2.032 -0.749 2.708
H -6.489 4.589 2.584
H -7.139 2.945 2.525
H -7.021 3.904 1.053
H -4.184 5.054 1.714
H -1.953 4.168 1.328
H -0.927 3.041 3.500
H 0.976 4.520 3.998
H 2.846 5.894 3.128
H 3.561 5.536 1.553
H 3.933 4.524 2.945
H 2.718 3.648 0.184
H -5.788 1.114 1.596
C -0.112 -5.232 -2.552
Si -1.245 -4.018 -1.728
C -2.518 -4.834 -0.662
C -1.974 -2.726 -2.832
Si 2.380 -2.107 -0.532
Te 0.172 -2.846 0.162
Si 3.651 -1.522 1.404
C 5.130 -2.636 1.163
C 4.079 0.281 1.273
C 2.652 -1.951 2.905
Si 3.260 -2.211 -2.766
C 1.875 -2.002 -3.983
C 4.087 -3.876 -2.828
C 4.462 -0.794 -2.792
H -0.668 -5.796 -3.306
H 0.284 -5.946 -1.828
H 0.727 -4.748 -3.053
H -3.228 -5.361 -1.306
H -3.081 -4.108 -0.076
H -2.078 -5.568 0.016
H -2.671 -3.218 -3.516
H -1.230 -2.197 -3.425
H -2.544 -1.999 -2.253
H 5.688 -2.385 0.258
H 4.856 -3.692 1.123
H 5.810 -2.514 2.011
H 4.634 0.507 0.362
H 4.712 0.550 2.124
H 3.188 0.909 1.308
H 2.310 -2.987 2.891
H 1.784 -1.299 3.014
H 3.278 -1.826 3.792
H 1.195 -2.854 -3.964
H 2.282 -1.933 -4.994
H 1.302 -1.094 -3.791
H 3.369 -4.697 -2.811
H 4.794 -4.016 -2.007
H 4.655 -3.950 -3.760
H 3.959 0.172 -2.720
H 5.007 -0.816 -3.739
H 5.201 -0.863 -1.991
```

---

4.
Computed, not measured: a cluster of 2 separate species, C7H12N2S in total at a distorted geometry, with wB97M-V/def2-TZVPD.

E: -781.5299 Ha
HOMO: -0.29764 Eh
M: 156.25 g/mol
SMILES: C=C(C#N)N1CCCC1.S
gap between HOMO and LUMO: 8.708 eV
ΔE to the lowest compared entry with this formula, charge and spin: 62.3 kcal/mol
LUMO level: 0.609 eV

XYZ file:
```
22
C7H12N2S (wB97M-V/def2-TZVPD)
C 1.781 -0.512 -1.942
C 1.154 -1.024 -0.902
C 1.851 -2.018 -0.159
N 2.390 -2.897 0.371
N 0.008 -0.597 -0.291
C -0.791 0.473 -0.893
C -2.100 0.514 -0.019
C -1.605 -0.074 1.337
C -0.689 -1.196 0.767
H 1.411 0.344 -2.560
H 2.646 -0.873 -2.255
H -0.941 0.181 -1.910
H -0.098 1.366 -0.746
H -3.036 -0.054 -0.272
H -2.606 1.546 0.015
H -1.037 0.680 1.857
H -2.427 -0.608 1.830
H -0.254 -1.743 1.567
H -1.353 -1.811 0.145
S 3.050 1.164 1.294
H 2.125 1.118 2.220
H 3.677 2.089 1.958
```

---

Q: Look up the E of the fourth one.
A: -781.5299 Ha